Record 1
DFT (ωB97M-V/def2-TZVPD) results for a single C4H9NO2 molecule in a non-equilibrium geometry.

Geometry (Å):
1 H 0.80 2.43 -0.58
2 O 0.41 -0.86 -0.90
3 H -0.04 -2.11 0.84
4 H 2.19 -0.15 -0.20
5 C 0.73 1.41 -0.96
6 H -0.12 -1.21 2.38
7 H 1.28 1.32 -1.89
8 H -1.31 1.65 -0.64
9 H -1.71 -0.79 -1.01
10 N -0.70 1.06 -1.19
11 H -1.63 -1.83 1.64
12 H 1.16 0.62 1.03
13 C -0.64 -1.41 1.43
14 C 1.25 0.32 -0.05
15 C -0.80 -0.28 -0.66
16 O -0.86 -0.17 0.76

Summary:
Energy relative to the best compared isomer or geometry (same formula, charge and spin) = 83.4 kcal/mol
SMILES string = CO[C@H]1NCCO1
M = 103.12 g mol⁻¹
Net charge = 0
2S+1 = 1
Strongest force on any atom = 2.32 eV/Å
HOMO level = -0.3503 Eh



Record 2
DFT (ωB97M-V/def2-TZVPD) results for 2 unconnected molecules or ions with the total composition C4H9NO2 in a non-equilibrium geometry.

Geometry (Å):
1 H 1.60 -3.04 0.05
2 H 0.47 -0.29 -0.66
3 C 1.12 -2.29 -0.56
4 H -1.58 3.02 -0.28
5 C 1.63 -0.61 1.10
6 O -1.17 0.34 0.84
7 O -0.34 0.67 -1.18
8 H -2.45 2.14 -1.49
9 H 2.42 -1.21 1.54
10 H 0.68 -2.52 -1.51
11 H 0.78 -0.54 1.78
12 H 1.98 0.40 0.92
13 H -2.91 2.02 0.29
14 C -2.12 2.08 -0.45
15 C -1.15 0.95 -0.24
16 N 1.05 -1.10 -0.14

Summary:
Energy relative to the best compared isomer or geometry (same formula, charge and spin) = 40.3 kcal/mol
M = 103.12 g mol⁻¹
Net charge = 0
2S+1 = 1
Strongest force on any atom = 1.41 eV/Å
HOMO level = -0.3221 Eh



Copy entry 1 word for word.
DFT (ωB97M-V/def2-TZVPD) results for a single C4H9NO2 molecule in a non-equilibrium geometry.

Geometry (Å):
1 H 0.80 2.43 -0.58
2 O 0.41 -0.86 -0.90
3 H -0.04 -2.11 0.84
4 H 2.19 -0.15 -0.20
5 C 0.73 1.41 -0.96
6 H -0.12 -1.21 2.38
7 H 1.28 1.32 -1.89
8 H -1.31 1.65 -0.64
9 H -1.71 -0.79 -1.01
10 N -0.70 1.06 -1.19
11 H -1.63 -1.83 1.64
12 H 1.16 0.62 1.03
13 C -0.64 -1.41 1.43
14 C 1.25 0.32 -0.05
15 C -0.80 -0.28 -0.66
16 O -0.86 -0.17 0.76

Summary:
Energy relative to the best compared isomer or geometry (same formula, charge and spin) = 83.4 kcal/mol
SMILES string = CO[C@H]1NCCO1
M = 103.12 g mol⁻¹
Net charge = 0
2S+1 = 1
Strongest force on any atom = 2.32 eV/Å
HOMO level = -0.3503 Eh



- Which value of energy relative to the best compared isomer or geometry (same formula, charge and spin) does entry 2 give?
  40.3 kcal/mol



- Which value of energy relative to the best compared isomer or geometry (same formula, charge and spin) does entry 2 give?
  40.3 kcal/mol